Record 1
10
Properties=species:S:1:pos:R:3:forces:R:3 method="wB97M-V/def2-TZVPD" homo_energy_ev=-9.7295 de_lowest_kj_mol=225.4 fmax_ev_per_a=1.94 gap_ev=10.4
O 1.251055 -0.010933 1.548148 0.6 -0.6 0.1
C 1.341886 -0.304346 0.376498 -0.4 0.0 0.5
C 0.280533 0.072675 -0.571025 0.0 0.7 0.5
C -1.149425 -0.153848 -0.292495 -0.7 -0.6 -0.2
N -0.728744 1.113386 0.186624 0.7 -0.4 -0.3
H 2.245228 -0.813649 -0.021443 -0.2 0.1 0.0
H 0.589862 0.039322 -1.653380 -0.5 1.2 1.2
H -1.734499 -0.018449 -1.185369 -0.4 -0.6 -0.2
H -1.435337 -0.950694 0.382101 -0.2 0.0 0.1
H -0.653965 1.013521 1.237960 1.0 0.1 -1.6

Record 2
10
Properties=species:S:1:pos:R:3:forces:R:3 method="wB97M-V/def2-TZVPD" homo_energy_ev=-9.7163 de_lowest_kj_mol=294.7 fmax_ev_per_a=3.61 gap_ev=10.6
O 0.205227 -0.819199 1.968608 -0.4 -0.7 -0.4
C -0.255095 -1.131868 0.873234 0.0 -0.3 0.4
N -0.514143 -0.174298 -0.056854 -1.0 -0.3 0.3
C 0.104113 0.332922 -1.253013 0.3 -0.3 0.3
C 0.309601 0.987834 0.141763 -0.5 -0.3 1.1
H -0.539710 -2.154270 0.635259 0.0 -0.2 -0.1
H 0.856735 -0.215174 -1.817749 0.1 -0.1 0.6
H -0.681667 0.734127 -1.918996 0.7 0.3 0.4
H -0.275193 1.911014 0.193797 0.3 -0.2 0.4
H 0.790130 0.528912 1.233951 0.4 2.0 -3.0